13
Properties=species:S:1:pos:R:3 method="wB97M-V/def2-TZVPD" smiles="N/N=c1/cc[nH]nn1" de_lowest_kcal_mol=136.8 homo_ha=-0.29663 orbital_gap_ev=7.7 spin_multiplicity=1
N -1.43782 -0.33521 2.28702
N -1.38281 -0.78249 1.06287
C -0.56244 -0.14474 0.28331
C -0.27140 -0.75629 -1.24990
C 0.77635 -0.14982 -1.77760
N 1.58571 0.86920 -1.14500
N 0.93516 1.60179 0.05190
N -0.08184 1.11659 0.74514
H -1.59458 -1.18750 2.96327
H -0.58401 0.19436 2.76706
H -0.44267 -1.77244 -1.42026
H 1.26850 -0.39666 -2.75225
H 1.79184 1.74323 -1.81557